Record 1
Entry from the OMol25 dataset: a single C10H13NO2S molecule (the ωB97M-V functional and the def2-TZVPD basis).

Geometry as ORCA input:
```
! wB97M-V def2-TZVPD RIJCOSX def2/J DEFGRID3
* xyz 0 1
C -0.785 -0.537 -2.111
C 0.130 0.349 -2.401
C -0.337 -1.512 1.679
C -0.066 1.758 0.686
C 1.441 1.967 1.087
C -0.459 -1.529 -1.046
C 1.355 0.078 -1.643
C -0.666 -0.798 0.313
C 0.367 0.338 0.312
C -2.099 -0.281 0.369
N 1.450 0.445 1.146
O 0.793 -2.137 1.785
O -0.989 -1.166 2.633
S 1.410 -1.683 -1.291
H -1.721 -0.556 -2.715
H 0.146 1.224 -3.017
H -0.619 1.843 1.569
H -0.498 2.396 -0.145
H 2.183 2.217 0.311
H 1.596 2.363 2.091
H -0.886 -2.538 -0.917
H 2.261 0.581 -1.787
H -2.806 -1.160 0.536
H -2.272 0.294 -0.634
H -2.352 0.315 1.262
H 2.213 -0.156 0.985
H 1.211 -2.113 0.941
*
```

The HOMO energy is -0.2704 Ha. As for the energy above the lowest of the compared OMol25 structures with the same formula, charge and spin: 4.713 eV. The frontier orbital gap is 7.921 eV.



Record 2
Entry from the OMol25 dataset: a molecular structure, C22H34As3CdF2IO7S2 (the ωB97M-V functional and the def2-TZVPD basis).

Geometry as ORCA input:
```
! wB97M-V def2-TZVPD RIJCOSX def2/J DEFGRID3
* xyz -2 1
Cd 2.338 0.514 -0.238
C 0.739 1.067 4.523
As 0.498 0.086 2.846
C 1.351 -1.588 3.421
C -1.390 -0.486 3.177
C -1.831 -0.974 4.407
C -3.171 -1.261 4.628
C -4.096 -1.042 3.611
C -3.662 -0.576 2.376
C -2.312 -0.315 2.137
As -1.571 0.142 0.347
C -3.129 -0.397 -0.742
C -1.954 2.062 0.361
H 0.517 0.456 5.399
H 0.090 1.943 4.512
H 1.777 1.398 4.550
H 1.123 -1.820 4.463
H 2.428 -1.477 3.285
H 1.002 -2.394 2.777
H -1.122 -1.132 5.212
H -3.493 -1.647 5.590
H -5.149 -1.242 3.776
H -4.389 -0.426 1.586
H -3.992 0.258 -0.601
H -3.408 -1.425 -0.504
H -2.810 -0.346 -1.785
H -2.990 2.256 0.648
H -1.748 2.453 -0.635
H -1.264 2.540 1.054
O 0.679 4.700 -0.524
As 1.226 3.163 -1.300
O 2.857 3.259 -1.474
O 0.581 1.994 -0.294
C 0.273 3.477 -2.974
C 0.026 4.803 -3.318
C -0.609 5.117 -4.511
C -1.004 4.109 -5.378
C -0.754 2.783 -5.057
C -0.121 2.464 -3.862
S 0.208 0.735 -3.517
O -0.917 0.293 -2.705
O 0.301 0.068 -4.807
O 1.486 0.830 -2.800
H 0.917 4.561 0.401
H 0.337 5.583 -2.637
H -0.794 6.155 -4.766
H -1.495 4.356 -6.313
H -1.024 1.977 -5.727
I 4.672 -2.299 0.370
C 4.096 -0.683 -0.995
H 4.030 -1.219 -1.942
H 5.002 -0.078 -1.024
F 3.491 0.842 2.760
C 3.237 1.644 1.591
F 2.418 2.677 2.122
H 4.196 2.156 1.449
C -0.363 -5.280 0.598
C 0.749 -4.254 0.404
S 0.086 -2.668 -0.136
O 1.192 -1.692 0.116
C 0.051 -2.994 -1.914
C 1.442 -2.978 -2.535
H 0.038 -6.215 0.993
H -0.869 -5.508 -0.343
H -1.115 -4.909 1.297
H 1.507 -4.576 -0.310
H 1.251 -4.013 1.343
H -0.565 -2.194 -2.328
H -0.471 -3.949 -2.031
H 2.011 -2.125 -2.164
H 1.350 -2.853 -3.614
H 2.009 -3.886 -2.321
*
```

The HOMO energy is -0.0650 Ha. As for the energy above the lowest of the compared OMol25 structures with the same formula, charge and spin: 0.954 eV. The frontier orbital gap is 5.795 eV.



Record 3
Entry from the OMol25 dataset: 2 unconnected molecules or ions with the total composition C4H7NO2 (the ωB97M-V functional and the def2-TZVPD basis).

Geometry as ORCA input:
```
! wB97M-V def2-TZVPD RIJCOSX def2/J DEFGRID3
* xyz 0 1
C 2.347 -0.382 -0.561
N 1.563 0.721 -0.032
C 0.362 0.918 -0.057
C -0.855 1.459 0.010
O -1.937 0.905 0.702
H 2.845 -0.113 -1.503
H 3.127 -0.573 0.184
H 1.744 -1.286 -0.696
H -1.146 2.236 -0.682
H -1.777 0.854 1.653
C -1.578 -1.157 0.248
O -0.381 -1.246 0.437
H -2.015 -0.898 -0.734
H -2.300 -1.437 1.031
*
```

The HOMO energy is -0.2987 Ha. As for the energy above the lowest of the compared OMol25 structures with the same formula, charge and spin: 4.243 eV. Its SMILES is CN=C=CO.C=O. The frontier orbital gap is 8.880 eV.



Record 4
Entry from the OMol25 dataset: 2 unconnected molecules or ions with the total composition C9H14 (the ωB97M-V functional and the def2-TZVPD basis).

Geometry as ORCA input:
```
! wB97M-V def2-TZVPD RIJCOSX def2/J DEFGRID3
* xyz 0 1
C 2.677 -0.878 -0.155
C 1.248 -0.761 0.273
C 0.274 -1.680 -0.116
C -1.005 -1.601 0.404
C -1.345 -0.696 1.406
C -0.369 0.180 1.846
C 0.877 0.188 1.208
H 3.290 -0.095 0.279
H 2.853 -0.921 -1.231
H 3.090 -1.809 0.249
H 0.446 -2.469 -0.839
H -1.756 -2.310 0.077
H -2.341 -0.722 1.815
H -0.498 0.868 2.665
H 1.500 1.028 1.474
C -0.524 1.654 -1.820
C -1.766 2.564 -1.779
H -0.793 0.606 -1.949
H 0.135 1.887 -2.647
H 0.016 1.810 -0.886
H -1.968 3.037 -2.744
H -2.666 1.973 -1.568
H -1.671 3.344 -1.036
*
```

The HOMO energy is -0.3328 Ha. As for the energy above the lowest of the compared OMol25 structures with the same formula, charge and spin: 0.332 eV. Its SMILES is Cc1ccccc1.CC. The frontier orbital gap is 10.088 eV.



Record 5
Entry from the OMol25 dataset: a molecular structure, C22H42IrNP3S2 (the ωB97M-V functional and the def2-TZVPD basis).

Geometry as ORCA input:
```
! wB97M-V def2-TZVPD RIJCOSX def2/J DEFGRID3
* xyz 4 6
Ir 0.263 -0.428 -0.736
P 0.018 -2.736 -1.226
P 2.287 -0.132 -1.789
P -0.970 0.671 -2.368
H -5.155 4.061 6.101
C -5.880 3.812 5.315
C -6.565 2.654 5.336
H -6.414 1.916 6.137
C 0.502 -3.811 0.175
C 0.933 -3.404 -2.665
C -1.738 -3.154 -1.538
C 2.970 1.531 -1.462
C 3.667 -1.236 -1.334
C 2.308 -0.259 -3.622
C -2.720 1.008 -1.978
C -1.083 -0.199 -3.979
C -0.310 2.351 -2.709
H -6.061 4.570 4.541
H -7.336 2.429 4.587
H 0.140 -3.379 1.119
H 1.597 -3.881 0.228
H 0.080 -4.821 0.055
H 2.011 -3.230 -2.558
H 0.586 -2.927 -3.592
H 0.766 -4.489 -2.754
H -2.313 -3.047 -0.609
H -1.828 -4.192 -1.898
H -2.160 -2.477 -2.293
H 3.901 1.671 -2.032
H 3.182 1.629 -0.388
H 2.246 2.306 -1.748
H 4.431 -1.192 -2.126
H 3.325 -2.273 -1.230
H 4.119 -0.921 -0.385
H 3.349 -0.187 -3.974
H 1.728 0.552 -4.083
H 1.906 -1.229 -3.946
H -3.191 1.512 -2.835
H -2.788 1.655 -1.095
H -3.245 0.069 -1.767
H -1.431 0.505 -4.752
H -1.804 -1.024 -3.908
H -0.116 -0.602 -4.294
H -1.051 2.942 -3.268
H 0.623 2.306 -3.282
H -0.116 2.856 -1.753
C -2.242 0.854 1.602
C -1.685 2.128 1.375
C -2.054 3.204 2.179
C -2.969 3.030 3.225
C -3.551 1.774 3.439
C -3.206 0.697 2.635
S -1.862 -0.531 0.685
H 0.637 1.069 -0.208
H -0.960 2.251 0.572
H -1.623 4.189 1.984
H -3.240 3.870 3.866
H -4.293 1.646 4.230
H -3.666 -0.281 2.763
S 0.991 -0.904 1.675
C 2.679 -0.979 1.846
N 3.390 0.196 1.924
C 4.757 0.228 2.047
C 5.449 -0.964 2.110
C 4.757 -2.188 2.070
C 3.371 -2.184 2.000
H 2.858 1.065 1.886
H 5.213 1.215 2.105
H 6.535 -0.942 2.222
H 5.292 -3.134 2.112
H 2.762 -3.086 2.041
*
```

The HOMO energy (alpha / beta) is -0.6097 / -0.7223 Ha. As for the energy above the lowest of the compared OMol25 structures with the same formula, charge and spin: 0.000 eV. The frontier orbital gap (alpha / beta) is 5.648 / 4.397 eV.



Record 6
Entry from the OMol25 dataset: a molecular structure, C7H8F3N3O4Ti (the ωB97M-V functional and the def2-TZVPD basis).

Geometry as ORCA input:
```
! wB97M-V def2-TZVPD RIJCOSX def2/J DEFGRID3
* xyz 2 1
Ti 0.009 -0.627 0.096
N 1.925 -1.522 -0.226
C 2.717 -1.562 1.039
C 1.791 -1.377 2.233
O 1.944 -1.573 3.364
O 0.549 -0.816 1.711
H 1.700 -2.477 -0.520
H 2.493 -1.146 -0.987
H 3.447 -0.751 1.064
H 3.265 -2.498 1.146
F -3.662 -2.720 0.025
C -3.262 -1.570 -0.443
F -3.069 -0.690 0.613
F -4.103 -1.054 -1.290
C -1.811 -1.589 -0.966
O -0.931 -2.217 -0.211
O -1.380 -0.715 -1.717
N 0.942 2.278 -0.590
C 0.439 3.514 -0.683
C -0.937 3.429 -0.531
C -1.202 2.085 -0.369
N -0.046 1.365 -0.417
H 1.908 2.026 -0.726
H 1.075 4.368 -0.856
H -1.645 4.240 -0.541
H -2.153 1.598 -0.219
*
```

The HOMO energy is -0.6579 Ha. The frontier orbital gap is 7.874 eV.



Record 7
Entry from the OMol25 dataset: a molecular structure, C4H8ClFN2 (the ωB97M-V functional and the def2-TZVPD basis).

Geometry as ORCA input:
```
! wB97M-V def2-TZVPD RIJCOSX def2/J DEFGRID3
* xyz 0 1
C -2.356 -0.512 -0.070
C -0.588 1.457 -0.115
C 1.179 -1.009 0.698
C 2.270 -0.446 -0.323
H -2.196 -1.566 -0.330
H -2.735 -0.452 1.082
H -3.105 -0.177 -0.821
H 0.523 1.803 -0.793
H -0.465 1.869 1.183
H -1.469 2.005 -0.744
H 1.634 -1.397 1.510
H 1.828 -0.301 -1.331
N -0.828 -0.027 -0.346
N -0.027 -0.733 0.641
F 3.220 -1.451 -0.460
Cl 3.114 0.936 0.219
*
```

The HOMO energy is -0.3201 Ha. As for the energy above the lowest of the compared OMol25 structures with the same formula, charge and spin: 4.539 eV. The frontier orbital gap is 9.530 eV.



no.,energy (eV),F_max (eV/A)
1,-26997.130,4.4
2,-259984.195,1.1
3,-9843.037,0.9
4,-9559.849,1.0
5,-77318.885,4.0
6,-51301.540,0.5
7,-22492.882,6.4